Entry 1:
Below is a 14-piece molecular cluster, C4H38N2O13S overall in a non-equilibrium geometry, with properties calculated with ωB97M-V/def2-TZVPD.

Values from the calculation:
**E_LUMO**: 0.04 eV
**HOMO level**: -8.3 eV
**Orbital gap**: 0.30720 Ha

Bonds (Å) are listed after each position.
Geometry (Å):
1 C 0.468 1.576 0.512  N2 1.476, C6 1.561, H8 1.136, H9 1.170
2 N 1.727 0.839 0.291  C1 1.476, C3 1.462, H18 0.978
3 C 2.926 1.417 0.895  N2 1.462, C4 1.535, H11 1.130, H12 1.103
4 C 4.004 0.410 1.323  C3 1.535, S5 1.847, H13 1.125, H14 1.104
5 S 4.962 -0.126 -0.163  C4 1.847, H10 1.396
6 C -0.586 0.584 1.099  C1 1.561, N7 1.471, H15 1.171, H16 1.210
7 N -0.972 -0.476 0.156  C6 1.471, H17 1.069, H19 1.081
8 H 0.752 2.397 1.244  C1 1.136
9 H 0.082 2.300 -0.322  C1 1.170
10 H 4.009 -0.051 -1.181  S5 1.396
11 H 2.555 1.961 1.814  C3 1.130
12 H 3.307 2.137 0.151  C3 1.103
13 H 4.565 0.985 2.110  C4 1.125
14 H 3.667 -0.502 1.845  C4 1.104
15 H -1.573 1.130 1.415  C6 1.171
16 H -0.043 0.195 2.108  C6 1.210
17 H -1.860 -0.037 -0.246  N7 1.069
18 H 1.475 -0.083 0.500  N2 0.978
19 H -0.181 -0.649 -0.560  N7 1.081
20 H -4.805 -0.394 0.695  O22 0.935
21 H -4.852 -0.155 -0.712  O22 0.909
22 O -4.411 0.131 0.029  H20 0.935, H21 0.909
23 H -3.495 -0.877 3.339  O25 0.938
24 H -3.268 -1.330 2.088  O25 0.970
25 O -4.050 -1.153 2.635  H23 0.938, H24 0.970
26 H -3.238 2.290 -3.814  O28 0.884
27 H -3.743 1.158 -2.898  O28 0.977
28 O -3.641 2.118 -3.046  H26 0.884, H27 0.977
29 H 0.014 -0.633 -3.770  O31 0.996
30 H 0.884 -0.302 -2.349  O31 0.995
31 O 0.003 -0.407 -2.801  H29 0.996, H30 0.995
32 H -1.039 3.994 0.897  O34 0.971
33 H -2.263 4.072 1.646  O34 0.895
34 O -1.384 4.025 1.805  H32 0.971, H33 0.895
35 H 0.317 2.385 4.497  O37 0.953
36 H -1.035 2.189 3.713  O37 0.972
37 O -0.298 1.739 4.159  H35 0.953, H36 0.972
38 H 2.996 -1.360 -3.098  O40 1.013
39 H 3.324 -0.010 -3.660  O40 0.920
40 O 2.867 -0.367 -2.945  H38 1.013, H39 0.920
41 H 1.789 -4.746 -0.815  O43 0.999
42 H 0.888 -3.958 -0.029  O43 0.934
43 O 0.831 -4.463 -0.812  H41 0.999, H42 0.934
44 H 0.396 -2.129 -3.059  O46 0.952
45 H 0.692 -3.304 -2.300  O46 0.822
46 O 0.998 -2.852 -2.914  H44 0.952, H45 0.822
47 H -2.296 -2.483 -2.604  O49 0.966
48 H -1.703 -1.199 -2.380  O49 1.022
49 O -2.620 -1.637 -2.270  H47 0.966, H48 1.022
50 H 0.904 -0.816 2.626  O52 0.997
51 H 2.222 -1.734 2.763  O52 1.025
52 O 1.661 -1.193 2.097  H50 0.997, H51 1.025
53 H -3.297 2.818 -1.029  O55 0.936
54 H -3.193 2.225 0.438  O55 0.945
55 O -2.885 2.860 -0.190  H53 0.936, H54 0.945
56 H 2.965 -3.047 -0.238  O58 0.978
57 H 1.870 -2.423 0.640  O58 0.966
58 O 2.613 -3.040 0.674  H56 0.978, H57 0.966



Entry 2:
Below is one molecule with the formula C16H13N5O2S in a non-equilibrium geometry, with properties calculated with ωB97M-V/def2-TZVPD.

Values from the calculation:
**E_LUMO**: 0.65 eV
**HOMO level**: -7.8 eV
**Orbital gap**: 0.31120 Ha

Bonds (Å) are listed after each position.
Geometry (Å):
1 S -4.409 0.765 1.941  C6 1.653
2 N 0.540 0.636 -1.230  C7 1.321, N22 1.371
3 N -2.505 -1.328 -0.572  C8 1.327, N21 1.353
4 O 3.670 -1.629 -3.154  C9 1.379, C13 1.395
5 O -0.852 0.229 2.632  C19 1.392, C24 1.412
6 C -3.429 0.245 0.716  S1 1.653, N21 1.388, N23 1.415
7 C -0.273 -0.375 -0.982  N2 1.321, C8 1.463, C12 1.458
8 C -1.639 -0.329 -0.460  N3 1.327, C7 1.463, N23 1.410
9 C 4.449 -2.673 -3.605  O4 1.379, C10 1.355, H25 1.104
10 C 3.803 -3.842 -3.379  C9 1.355, C11 1.461, H26 1.061
11 C 2.549 -3.521 -2.700  C10 1.461, C13 1.341, H27 1.101
12 C 0.273 -1.638 -1.464  C7 1.458, C14 1.371, H28 1.115
13 C 2.507 -2.183 -2.618  O4 1.395, C11 1.341, C14 1.450
14 C 1.508 -1.346 -1.983  C12 1.371, C13 1.450, N22 1.401
15 C -0.029 3.786 2.000  C16 1.415, C17 1.415, H29 1.095
16 C -0.740 4.022 0.799  C15 1.415, C18 1.380, H30 1.091
17 C -0.007 2.495 2.579  C15 1.415, C19 1.357, H31 1.084
18 C -1.529 3.018 0.279  C16 1.380, C20 1.398, H32 1.110
19 C -0.780 1.502 2.072  O5 1.392, C17 1.357, C20 1.420
20 C -1.506 1.756 0.879  C18 1.398, C19 1.420, N23 1.368
21 N -3.621 -0.991 0.114  N3 1.353, C6 1.388, H33 1.020
22 N 1.618 0.043 -1.835  N2 1.371, C14 1.401, H34 1.007
23 N -2.195 0.755 0.250  C6 1.415, C8 1.410, C20 1.368
24 C -1.168 0.212 4.008  O5 1.412, H35 1.068, H36 1.109, H37 1.077
25 H 5.433 -2.561 -4.094  C9 1.104
26 H 4.177 -4.813 -3.586  C10 1.061
27 H 1.755 -4.228 -2.415  C11 1.101
28 H -0.272 -2.611 -1.457  C12 1.115
29 H 0.520 4.592 2.498  C15 1.095
30 H -0.741 5.015 0.348  C16 1.091
31 H 0.523 2.323 3.509  C17 1.084
32 H -2.104 3.159 -0.661  C18 1.110
33 H -4.228 -1.679 0.558  N21 1.020
34 H 2.392 0.601 -2.159  N22 1.007
35 H -1.286 -0.791 4.356  C24 1.068
36 H -0.338 0.608 4.628  C24 1.109
37 H -2.066 0.778 4.186  C24 1.077



Entry 3:
Below is a 5-piece molecular cluster, C46H74FN3O13 overall in a non-equilibrium geometry, with properties calculated with ωB97M-V/def2-TZVPD.

Values from the calculation:
**E_LUMO**: -0.11 eV
**HOMO level**: -8.0 eV
**Orbital gap**: 0.29138 Ha

Bonds (Å) are listed after each position.
Geometry (Å):
1 C -4.532 -2.311 -2.797  C2 1.228, H36 1.125
2 C -3.788 -1.453 -3.263  C1 1.228, C3 1.590
3 C -2.639 -0.437 -3.683  C2 1.590, C4 1.583, H37 1.129, H38 1.128
4 C -1.447 -1.325 -4.225  C3 1.583, C5 1.578, H39 1.135, H40 1.142
5 C -0.046 -0.611 -4.356  C4 1.578, C6 1.586, H41 1.139, H42 1.143
6 C 0.494 0.194 -3.101  C5 1.586, C7 1.587, C28 1.620, H43 1.144
7 C 0.105 -0.168 -1.606  C6 1.587, C8 1.586, N25 1.505, H44 1.150
8 C -0.268 -1.648 -1.177  C7 1.586, C9 1.597, H45 1.142, H46 1.130
9 C 0.010 -1.948 0.367  C8 1.597, C10 1.596, H47 1.143, H48 1.140
10 C -1.309 -1.988 1.266  C9 1.596, C11 1.590, H49 1.140, H50 1.141
11 C -2.100 -0.611 1.338  C10 1.590, C12 1.593, H51 1.138, H52 1.139
12 C -3.154 -0.514 2.529  C11 1.593, C13 1.592, H53 1.138, H54 1.144
13 C -2.684 0.384 3.756  C12 1.592, C14 1.621, H55 1.142, H56 1.134
14 C -1.100 0.263 4.076  C13 1.621, C15 1.600, H57 1.142, H58 1.127
15 C -0.448 1.668 3.674  C14 1.600, C16 1.592, H59 1.144, H60 1.142
16 C 1.101 1.812 4.012  C15 1.592, C17 1.587, H61 1.140, H62 1.141
17 C 1.868 0.461 3.683  C16 1.587, C18 1.599, H63 1.141, H64 1.140
18 C 3.461 0.586 3.745  C17 1.599, C19 1.590, H65 1.141, H66 1.143
19 C 4.165 -0.575 4.573  C18 1.590, N20 1.482, H67 1.135, H68 1.140
20 N 4.013 -1.921 3.971  C19 1.482, C21 1.412, C24 1.417
21 C 3.271 -2.374 2.859  N20 1.412, C22 1.494, H69 1.122
22 C 3.430 -3.846 2.658  C21 1.494, C23 1.547, H70 1.124
23 C 4.354 -4.296 3.814  C22 1.547, C24 1.488, H71 1.125
24 C 4.675 -3.037 4.539  N20 1.417, C23 1.488, H72 1.122
25 N -0.717 0.959 -1.039  C7 1.505, C26 1.480, H73 1.032
26 C -0.782 2.119 -1.955  N25 1.480, O27 1.209, C28 1.613
27 O -1.534 3.064 -1.883  C26 1.209
28 C 0.324 1.804 -3.085  C6 1.620, C26 1.613, F29 1.427, C30 1.589
29 F -0.180 2.419 -4.270  C28 1.427
30 C 1.535 2.717 -2.609  C28 1.589, C31 1.529, C35 1.531
31 C 2.174 3.840 -3.426  C30 1.529, C32 1.487, H74 1.135
32 C 3.274 4.732 -2.971  C31 1.487, N33 1.386, H75 1.125
33 N 3.819 4.592 -1.705  C32 1.386, C34 1.379
34 C 3.287 3.575 -0.941  N33 1.379, C35 1.495, H76 1.139
35 C 2.185 2.606 -1.227  C30 1.531, C34 1.495, H77 1.125
36 H -4.953 -3.189 -2.234  C1 1.125
37 H -2.417 0.160 -2.751  C3 1.129
38 H -3.110 0.254 -4.440  C3 1.128
39 H -1.324 -2.277 -3.620  C4 1.135
40 H -1.748 -1.676 -5.269  C4 1.142
41 H 0.739 -1.374 -4.670  C5 1.139
42 H -0.114 0.118 -5.234  C5 1.143
43 H 1.633 0.096 -3.124  C6 1.144
44 H 1.106 -0.019 -1.060  C7 1.150
45 H -1.394 -1.764 -1.329  C8 1.142
46 H 0.225 -2.387 -1.875  C8 1.130
47 H 0.439 -3.006 0.404  C9 1.143
48 H 0.761 -1.211 0.806  C9 1.140
49 H -2.046 -2.769 0.884  C10 1.140
50 H -0.969 -2.288 2.313  C10 1.141
51 H -1.357 0.250 1.386  C11 1.138
52 H -2.688 -0.475 0.371  C11 1.139
53 H -3.511 -1.553 2.829  C12 1.138
54 H -4.078 0.002 2.095  C12 1.144
55 H -2.900 1.494 3.600  C13 1.142
56 H -3.253 0.066 4.685  C13 1.134
57 H -0.997 0.155 5.208  C14 1.142
58 H -0.618 -0.634 3.594  C14 1.127
59 H -0.992 2.456 4.300  C15 1.144
60 H -0.646 1.930 2.580  C15 1.142
61 H 1.262 2.184 5.077  C16 1.140
62 H 1.543 2.619 3.337  C16 1.141
63 H 1.590 0.182 2.612  C17 1.141
64 H 1.584 -0.381 4.397  C17 1.140
65 H 3.922 0.582 2.702  C18 1.141
66 H 3.784 1.575 4.218  C18 1.143
67 H 3.712 -0.623 5.612  C19 1.135
68 H 5.277 -0.378 4.722  C19 1.140
69 H 2.628 -1.727 2.205  C21 1.122
70 H 2.962 -4.485 1.860  C22 1.124
71 H 4.718 -5.341 4.020  C23 1.125
72 H 5.329 -2.892 5.439  C24 1.122
73 H -0.336 1.382 -0.178  N25 1.032
74 H 1.770 4.012 -4.472  C31 1.135
75 H 3.646 5.551 -3.646  C32 1.125
76 H 3.767 3.447 0.083  C34 1.139
77 H 1.849 1.842 -0.472  C35 1.125
78 C -8.187 -0.894 2.694  C79 1.517, H85 1.092, H86 1.092, H87 1.092
79 C -7.701 -2.158 2.010  C78 1.517, O80 1.434, H88 1.091, H89 1.093
80 O -7.077 -3.040 2.952  C79 1.434, C81 1.340
81 C -7.913 -3.745 3.725  O80 1.340, O82 1.205, O83 1.342
82 O -9.118 -3.706 3.691  C81 1.205
83 O -7.176 -4.486 4.567  C81 1.342, C84 1.427
84 C -7.946 -5.223 5.515  O83 1.427, H90 1.090, H91 1.091, H92 1.090
85 H -7.374 -0.421 3.249  C78 1.092
86 H -8.576 -0.185 1.960  C78 1.092
87 H -8.979 -1.113 3.412  C78 1.092
88 H -6.942 -1.899 1.270  C79 1.091
89 H -8.510 -2.666 1.480  C79 1.093
90 H -8.710 -5.826 5.024  C84 1.090
91 H -8.400 -4.539 6.235  C84 1.091
92 H -7.269 -5.889 6.048  C84 1.090
93 C 8.154 2.556 -7.998  C94 1.517, H100 1.092, H101 1.092, H102 1.092
94 C 6.768 3.095 -8.297  C93 1.517, O95 1.433, H103 1.091, H104 1.093
95 O 5.757 2.283 -7.686  C94 1.433, C96 1.340
96 C 5.579 2.475 -6.371  O95 1.340, O97 1.206, O98 1.342
97 O 6.178 3.261 -5.680  C96 1.206
98 O 4.633 1.622 -5.951  C96 1.342, C99 1.428
99 C 4.408 1.658 -4.541  O98 1.428, H105 1.087, H106 1.092, H107 1.090
100 H 8.225 1.503 -8.279  C93 1.092
101 H 8.913 3.121 -8.543  C93 1.092
102 H 8.380 2.617 -6.932  C93 1.092
103 H 6.589 3.059 -9.373  C94 1.091
104 H 6.665 4.137 -7.987  C94 1.093
105 H 4.208 2.670 -4.200  C99 1.087
106 H 5.269 1.239 -4.016  C99 1.092
107 H 3.535 1.041 -4.325  C99 1.090
108 C 3.881 -2.789 -6.054  C109 1.517, H115 1.093, H116 1.092, H117 1.091
109 C 3.921 -3.702 -4.843  C108 1.517, O110 1.434, H118 1.092, H119 1.093
110 O 2.827 -4.628 -4.859  C109 1.434, C111 1.341
111 C 2.968 -5.673 -5.686  O110 1.341, O112 1.205, O113 1.342
112 O 3.917 -5.898 -6.393  C111 1.205
113 O 1.853 -6.416 -5.609  C111 1.342, C114 1.427
114 C 1.831 -7.520 -6.514  O113 1.427, H120 1.090, H121 1.091, H122 1.090
115 H 2.911 -2.292 -6.134  C108 1.093
116 H 4.661 -2.028 -5.986  C108 1.092
117 H 4.033 -3.356 -6.974  C108 1.091
118 H 3.813 -3.105 -3.935  C109 1.092
119 H 4.874 -4.231 -4.769  C109 1.093
120 H 2.724 -8.136 -6.409  C114 1.090
121 H 1.730 -7.159 -7.538  C114 1.091
122 H 0.960 -8.129 -6.273  C114 1.090
123 C -3.909 7.885 5.485  C124 1.517, H130 1.092, H131 1.092, H132 1.092
124 C -3.435 6.614 4.806  C123 1.517, O125 1.434, H133 1.091, H134 1.093
125 O -2.814 5.729 5.746  C124 1.434, C126 1.341
126 C -3.652 5.031 6.527  O125 1.341, O127 1.205, O128 1.344
127 O -4.856 5.081 6.499  C126 1.205
128 O -2.916 4.285 7.368  C126 1.344, C129 1.427
129 C -3.690 3.559 8.322  O128 1.427, H135 1.091, H136 1.091, H137 1.090
130 H -3.091 8.354 6.035  C123 1.092
131 H -4.295 8.593 4.749  C123 1.092
132 H -4.701 7.675 6.207  C123 1.092
133 H -2.677 6.862 4.062  C124 1.091
134 H -4.250 6.110 4.281  C124 1.093
135 H -4.461 2.961 7.835  C129 1.091
136 H -4.135 4.248 9.042  C129 1.091
137 H -3.017 2.887 8.854  C129 1.090



Entry 4:
Below is a 2-piece molecular cluster, CH2F2N2 overall in a non-equilibrium geometry, with properties calculated with ωB97M-V/def2-TZVPD.

Values from the calculation:
**E_LUMO**: 0.36 eV
**HOMO level**: -10.3 eV
**Orbital gap**: 0.39210 Ha

Bonds (Å) are listed after each position.
Geometry (Å):
1 C 0.043 0.922 -0.107  N2 1.167, N3 1.213
2 N 1.043 0.429 0.238  C1 1.167, F5 1.324
3 N -0.963 1.597 -0.047  C1 1.213, H6 1.091
4 F -0.526 -1.723 0.190  H7 0.943
5 F 2.084 -0.170 -0.321  N2 1.324
6 H -1.956 1.146 -0.008  N3 1.091
7 H 0.275 -2.202 0.054  F4 0.943



Entry 5:
Below is one molecule with the formula C10H16Br2Cl2O4 in a non-equilibrium geometry, with properties calculated with ωB97M-V/def2-TZVPD.

Values from the calculation:
**E_LUMO**: 0.23 eV
**HOMO level**: -9.6 eV
**Orbital gap**: 0.36247 Ha

Bonds (Å) are listed after each position.
Geometry (Å):
1 Cl -1.062 0.382 -4.815  C13 1.766
2 Cl 3.898 -3.018 2.636  C14 1.801
3 Br -1.942 -0.777 1.454  C9 1.916
4 Br 0.222 3.192 0.303  C10 1.897
5 O -3.766 -1.791 -2.507  C15 1.445, H19 0.975
6 O 4.347 0.807 1.342  C16 1.463, H20 0.978
7 O -2.935 0.327 -1.222  C11 1.462, C17 1.457
8 O 1.507 -0.064 1.416  C12 1.418, C18 1.423
9 C -1.495 0.901 0.645  Br3 1.916, C10 1.387, C11 1.502
10 C -0.306 1.514 1.013  Br4 1.897, C9 1.387, C12 1.521
11 C -2.405 1.432 -0.426  O7 1.462, C9 1.502, H21 1.098, H22 1.112
12 C 0.656 0.897 2.017  O8 1.418, C10 1.521, H23 1.101, H24 1.096
13 C -2.344 0.571 -3.614  Cl1 1.766, C17 1.544, H25 1.098, H26 1.091
14 C 3.000 -1.923 1.523  Cl2 1.801, C18 1.560, H27 1.068, H28 1.089
15 C -2.333 -1.645 -2.389  O5 1.445, C17 1.531, H29 1.100, H30 1.083
16 C 3.677 0.305 2.543  O6 1.463, C18 1.531, H31 1.074, H32 1.102
17 C -2.049 -0.144 -2.278  O7 1.457, C13 1.544, C15 1.531, H33 1.103
18 C 2.505 -0.637 2.254  O8 1.423, C14 1.560, C16 1.531, H34 1.088
19 H -4.188 -1.254 -1.811  O5 0.975
20 H 3.685 1.163 0.718  O6 0.978
21 H -3.209 2.043 0.005  C11 1.098
22 H -1.822 2.139 -1.055  C11 1.112
23 H 0.085 0.421 2.829  C12 1.101
24 H 1.224 1.725 2.456  C12 1.096
25 H -2.456 1.652 -3.460  C13 1.098
26 H -3.292 0.196 -4.003  C13 1.091
27 H 3.669 -1.664 0.731  C14 1.068
28 H 2.205 -2.522 1.081  C14 1.089
29 H -1.890 -2.137 -3.266  C15 1.100
30 H -1.974 -2.129 -1.489  C15 1.083
31 H 4.427 -0.216 3.108  C16 1.074
32 H 3.331 1.161 3.144  C16 1.102
33 H -0.980 0.012 -2.061  C17 1.103
34 H 2.007 -0.921 3.179  C18 1.088



Entry 6:
Below is a 2-piece molecular cluster, C5H7N2 overall in a non-equilibrium geometry, with properties calculated with ωB97M-V/def2-TZVPD.

Values from the calculation:
**E_LUMO**: -4.91 eV
**HOMO level**: -12.3 eV
**Orbital gap**: 0.27030 Ha
**Net charge**: +1

Bonds (Å) are listed after each position.
Geometry (Å):
1 C 1.624 -0.727 0.138  C2 1.354, C3 1.196
2 C 0.359 -1.212 0.127  C1 1.354, N6 1.155
3 C 2.793 -0.505 0.020  C1 1.196, N7 1.389
4 C -3.268 -0.679 0.501  C5 1.269, H8 1.084, H9 1.210
5 C -3.398 -0.480 -0.746  C4 1.269, H10 1.095, H11 1.070
6 N -0.740 -1.563 0.112  C2 1.155
7 N 4.131 -0.133 0.039  C3 1.389, H12 1.021, H13 1.006, H14 1.022
8 H -4.054 -0.438 1.209  C4 1.084
9 H -2.159 -0.932 0.913  C4 1.210
10 H -4.341 -0.126 -1.177  C5 1.095
11 H -2.573 -0.623 -1.412  C5 1.070
12 H 4.578 0.100 0.927  N7 1.021
13 H 4.290 0.665 -0.551  N7 1.006
14 H 4.760 -0.838 -0.350  N7 1.022